{
  "formula": "C3H7N2OS",
  "method": "ωB97M-V/def2-TZVPD",
  "species": ["C", "C", "C", "N", "N", "O", "S", "H", "H", "H", "H", "H", "H", "H"],
  "coordinates": [[-0.159436, -0.699528, -0.695497], [-1.677853, -0.976713, -0.695704], [1.242765, 0.683410, 1.011144], [1.020578, 1.533679, 2.092409], [0.087982, 0.565596, 0.003732], [1.840673, 1.890006, 0.940170], [-2.586160, -0.085588, 0.246357], [0.315081, -1.621940, -0.184044], [0.277408, -0.668970, -1.737043], [1.661420, -0.294316, 1.347735], [-2.226344, -1.862241, -1.061716], [0.108438, 1.945326, 1.929264], [0.078421, 1.275859, -0.675176], [-1.689133, 0.819600, 0.576808]],
  "forces_ev_per_a": [[0.628, -0.637, -0.229], [1.459, -0.818, 0.384], [-2.147, -1.753, -1.061], [-0.611, 0.353, 1.293], [1.306, -2.210, 1.476], [1.030, 0.230, -0.529], [-3.245, -0.170, 0.311], [-0.670, 1.425, -0.637], [-0.728, -0.311, 0.899], [0.363, 0.752, -1.124], [0.828, 0.367, -0.387], [-0.146, 0.675, 0.044], [0.636, 1.448, -0.697], [1.296, 0.649, 0.257]],
  "mulliken_charge": [-0.4077, 0.0269, 0.2997, -0.4673, -0.4335, -0.3233, 0.0780, 0.3351, 0.3554, 0.3701, 0.3639, 0.2475, 0.2769, 0.2784],
  "fmax_ev_per_a": 3.26,
  "total_charge": 1,
  "homo_energy_ev": -13.839,
  "e_above_lowest_kj_mol": 553.6
}

***

{
  "formula": "C3H7N2P",
  "method": "ωB97M-V/def2-TZVPD",
  "species": ["C", "C", "C", "N", "N", "P", "H", "H", "H", "H", "H", "H", "H"],
  "coordinates": [[-0.509743, 0.284250, -0.284418], [0.405140, -0.627340, 0.545905], [1.816055, -0.100013, 0.461174], [0.437424, 1.340313, -0.520206], [1.644592, 1.231254, -0.182043], [-2.911287, 0.114427, 0.120973], [-0.963712, -0.162034, -1.222663], [0.161225, -0.785310, 1.534929], [0.435256, -1.598694, -0.005642], [2.326415, 0.072494, 1.382714], [2.555811, -0.641654, -0.211416], [-2.500868, 1.355823, -0.408601], [-2.896303, -0.483516, -1.210710]],
  "forces_ev_per_a": [[0.582, -2.632, 0.261], [0.367, -2.703, -2.533], [0.833, 0.447, -1.523], [-0.143, 3.512, -1.293], [-2.878, -0.969, -0.215], [2.809, 0.614, -0.656], [1.693, 0.851, 0.860], [-0.982, -0.362, 2.016], [-0.375, 0.252, 0.870], [0.224, -0.064, 0.817], [-1.048, 0.303, 0.763], [-0.912, 0.448, -0.158], [-0.170, 0.304, 0.792]],
  "mulliken_charge": [-0.3823, -0.3247, -0.4443, -0.1470, -0.2582, 0.0349, 0.2135, 0.3997, 0.2228, 0.2711, 0.2408, 0.1109, 0.0629],
  "fmax_ev_per_a": 3.74,
  "homo_energy_ev": [-8.779, -8.782],
  "e_above_lowest_kj_mol": 255.6
}